{"formula": "C6H9F2NOS", "method": "ωB97M-V/def2-TZVPD", "smiles": "CSC1=N[C@@](C)(F)[C@](C)(F)O1", "de_lowest_kj_mol": 0.0, "fmax_ha_per_bohr": 0.076, "e_homo_ev": -9.568, "orbital_gap_ev": 10.14, "e_tot_ha": -961.9215, "lumo_ev": 0.57, "species": ["C", "C", "C", "C", "C", "C", "N", "O", "F", "F", "S", "H", "H", "H", "H", "H", "H", "H", "H", "H"], "positions_angstrom": [[0.2974, -0.1223, 1.3309], [-1.4171, -0.3739, -0.0379], [-0.1047, 0.2321, -0.8747], [-2.1254, -1.5954, -0.6922], [-0.3788, 1.4605, -1.6937], [2.8826, 0.2062, 2.0137], [-0.8606, -0.6683, 1.2202], [0.7879, 0.4110, 0.1401], [-2.3140, 0.7547, 0.0444], [0.3021, -0.7580, -1.6878], [1.2586, -0.0930, 2.6974], [-2.6872, -1.3527, -1.5273], [-2.7093, -2.1070, 0.0255], [-1.3317, -2.1433, -0.9895], [0.5371, 2.0564, -1.8797], [-1.1347, 2.1272, -1.2820], [-0.7426, 1.1407, -2.6065], [3.5511, 0.3776, 2.9389], [2.9716, 1.0490, 1.4152], [3.2177, -0.6015, 1.4450]]}